DFT (the ωB97M-V functional and the def2-TZVPD basis) results for a molecular structure, C49H59N5PRuS in a non-equilibrium geometry.

```
116
Properties=species:S:1:pos:R:3:forces:R:3
C 3.665 1.081 -4.502 0.0 0.0 0.0
C -3.804 -0.249 -0.474 -0.1 0.0 0.1
H 3.299 -3.617 1.282 0.0 0.0 0.0
H 4.241 1.009 -0.569 0.0 -0.1 0.1
C 3.771 -0.079 2.481 0.3 0.0 0.4
C -2.644 3.054 0.263 -0.3 0.1 0.2
C -1.500 -5.324 -0.746 0.1 0.0 0.1
C -0.413 -3.566 0.511 -0.1 0.0 -0.1
C -2.154 0.446 3.084 0.1 -0.1 -0.2
H 1.898 4.051 -2.987 0.1 0.0 -0.1
H 3.745 -3.262 -1.442 0.0 0.1 -0.1
H 0.356 -2.194 -2.984 0.0 -0.1 0.0
C -3.332 -0.402 -3.275 0.1 0.0 0.0
H 0.375 0.337 -4.346 -0.1 0.0 0.0
H 0.212 -4.216 3.100 0.0 -0.1 -0.1
H 0.752 -2.136 -1.267 -0.1 0.1 0.0
H -1.499 4.427 1.535 -0.1 0.0 -0.1
H -5.834 -0.762 -1.004 0.0 0.0 0.0
H 0.038 -1.228 5.200 -0.1 0.1 0.0
C -0.635 0.132 -4.013 0.0 0.0 -0.1
C 1.914 0.689 -2.300 0.2 -0.2 0.0
N 0.716 3.055 1.638 0.2 0.2 -0.2
C -2.255 4.464 0.747 0.1 0.0 0.0
H 2.503 -4.009 -0.253 -0.1 -0.1 0.2
H 2.295 4.656 -0.609 0.0 -0.1 0.0
H 2.141 -4.963 1.206 0.0 0.0 0.1
C 1.101 -2.473 -2.237 0.2 0.0 -0.2
C -3.845 2.518 2.349 -0.1 0.0 -0.1
C 2.589 3.681 -1.008 0.2 0.1 -0.1
H 1.076 1.568 2.976 -0.1 -0.1 0.4
C -4.631 -0.642 -2.748 0.0 0.0 0.0
C 4.507 0.770 0.458 -0.3 0.0 -0.3
C -4.030 1.906 3.573 0.0 0.0 0.1
N 3.533 0.235 1.208 -0.7 -0.9 -0.8
C 5.769 1.012 0.948 0.0 0.1 0.1
N -0.951 0.592 0.924 0.5 -0.6 0.4
H -4.822 2.227 4.240 0.0 0.0 0.0
C -0.266 0.374 -1.399 -0.1 -0.2 -0.6
C -2.337 -0.097 -2.353 0.0 0.1 0.1
C 1.715 3.309 -2.209 0.0 -0.1 0.3
H -4.143 2.226 -1.099 0.0 0.0 0.0
C -0.364 -4.795 -0.146 -0.1 -0.1 0.0
C 5.031 0.143 3.059 0.1 0.1 -0.1
H -0.080 2.712 1.121 -0.2 -0.1 0.0
C -2.549 0.005 -0.956 0.1 0.2 -0.1
P 1.051 -2.802 1.300 -0.2 1.0 -0.7
H -1.347 -0.193 -6.025 0.0 0.0 0.1
H 2.813 -2.425 -3.470 0.0 0.0 -0.1
C 6.031 0.692 2.282 -0.1 0.0 0.1
C -2.757 -3.397 -0.061 0.1 -0.1 0.1
H -4.746 3.533 -0.072 0.1 0.0 -0.1
H -3.128 4.983 1.153 0.1 0.0 0.0
H -1.447 -6.286 -1.242 0.0 0.1 0.0
H -3.666 -0.674 -5.407 0.0 0.0 0.0
H -2.881 -1.788 4.714 0.0 0.0 -0.1
H 4.445 -1.658 -1.686 0.0 -0.1 0.0
S 2.417 -0.731 3.325 -0.6 0.2 -0.4
C -2.279 -1.943 3.813 0.0 -0.1 0.0
C -2.701 -4.631 -0.697 -0.1 0.0 0.0
C 0.240 3.415 -1.854 -0.1 0.0 0.0
H -2.967 -2.078 2.974 0.1 0.0 0.0
H 2.481 2.942 -0.213 0.0 0.0 0.0
H 0.035 0.476 4.752 0.0 -0.1 0.0
H 3.643 3.731 -1.303 -0.1 0.0 0.0
C 0.864 -3.346 3.044 0.0 0.2 0.1
H -1.842 2.668 -0.342 0.3 -0.1 -0.2
H -0.605 -1.000 2.841 0.1 0.0 -0.3
Ru 1.236 -0.240 1.027 1.9 1.7 1.6
H -4.500 3.338 2.065 0.1 -0.1 0.0
C 2.476 -1.898 -2.577 -0.1 0.2 0.4
C -1.979 1.042 1.809 -0.2 -0.1 0.1
C -1.616 -2.863 0.528 -0.1 0.0 0.0
H 3.879 -1.037 -4.489 0.0 0.0 0.0
C -3.880 3.177 -0.638 0.0 -0.1 0.0
H 0.564 -5.351 -0.211 -0.1 0.0 0.0
C -2.935 -0.440 -4.640 -0.1 0.0 0.1
H 7.009 0.890 2.708 -0.1 -0.1 0.0
C -1.246 0.351 -0.354 -0.6 -0.1 -0.2
H 3.251 3.153 -4.241 0.0 0.0 0.0
H -1.721 -2.876 3.942 0.0 0.1 0.0
H -5.453 -0.870 -3.419 0.1 0.0 0.1
C -3.164 0.895 3.935 0.0 0.0 0.0
C -1.635 -0.169 -4.980 0.1 0.0 0.0
H -1.859 5.061 -0.078 -0.1 0.0 0.0
H -1.653 -1.879 0.988 0.0 -0.1 0.0
C 2.196 1.989 -2.792 -0.1 -0.1 0.0
C -1.346 -0.743 3.584 -0.4 0.1 0.3
H -0.029 4.466 -1.729 0.0 0.0 0.0
H -3.686 -2.845 -0.032 0.0 0.0 0.0
H 0.056 2.902 -0.917 -0.1 0.0 0.0
C 3.405 -0.183 -4.017 0.0 0.0 0.0
H -4.030 -0.193 0.587 0.0 0.0 -0.1
H 1.154 -3.566 -2.214 0.0 0.1 0.0
C 3.057 2.149 -3.879 0.0 0.0 -0.1
H 0.478 -2.543 3.668 0.0 -0.2 -0.1
N 1.423 1.916 2.098 -0.3 -0.6 -0.9
H -3.590 -5.046 -1.161 0.1 0.0 0.0
H 2.390 2.165 2.220 0.3 0.0 0.0
H 5.184 -0.116 4.100 0.0 0.0 -0.1
H 4.328 1.232 -5.346 0.0 0.0 0.0
H 1.854 -3.596 3.419 0.0 0.0 0.0
C -0.604 -0.401 4.882 0.0 0.1 0.0
H 0.388 3.612 2.413 -0.1 0.1 0.2
H -0.402 2.989 -2.630 0.0 0.0 0.0
C 3.514 -2.195 -1.485 0.2 0.1 -0.4
H -1.309 -0.182 5.691 0.1 -0.1 -0.1
H -3.680 3.894 -1.440 0.0 0.0 0.1
N 1.021 0.536 -1.167 0.1 -0.7 0.4
H -3.284 0.424 4.905 0.0 0.0 -0.1
C 2.544 -0.414 -2.942 -0.1 0.0 0.1
H 3.149 -1.877 -0.516 0.0 0.2 0.2
C -4.839 -0.574 -1.393 0.0 0.0 0.0
C 2.372 -3.969 0.825 0.1 0.1 0.0
C -2.836 2.140 1.471 0.3 -0.1 0.0
C -0.987 0.154 -2.688 0.0 0.1 0.0
H 6.530 1.441 0.309 -0.1 0.0 0.0
```
Positions in Å, forces in eV/Å.

The calculation puts the HOMO energy (alpha / beta) at -6.0 / -7.4 eV. Its spin multiplicity is 2. The calculation puts the total energy at -3010.8013 hartree.

=====

DFT (the ωB97M-V functional and the def2-TZVPD basis) results for a molecular structure, C8H13NO3Se in a non-equilibrium geometry.

```
26
Properties=species:S:1:pos:R:3:forces:R:3
H 0.777 -0.452 -0.196 -0.8 0.3 -0.3
Se -0.993 -0.552 1.510 1.3 -0.2 0.4
C 0.319 2.015 -1.634 0.2 3.8 0.4
O -2.992 -2.122 1.552 0.6 -1.1 -1.5
O 3.029 2.619 0.521 -1.6 -1.1 -0.5
H -0.808 0.315 -1.748 -1.6 -2.1 -1.6
H 2.569 2.661 -1.913 -1.0 1.2 -0.1
C 1.075 1.339 0.890 -2.3 -0.7 -0.9
H -2.158 -4.365 0.660 0.1 -0.1 0.1
H 1.463 0.891 1.772 0.6 -0.2 0.7
H -1.523 1.637 -0.662 -0.3 -0.9 -0.3
H 0.160 3.020 -1.020 -0.4 -1.5 -1.8
C 2.080 1.989 0.043 3.3 1.0 -0.9
C -0.104 -2.068 1.954 -3.0 3.4 -0.5
C 0.092 0.355 0.147 2.0 -0.9 0.8
O -2.124 -1.378 -0.299 0.5 1.2 -0.1
H 2.342 1.071 -1.986 -0.9 0.2 1.2
C -0.706 0.985 -0.988 3.5 2.7 1.2
C -1.805 -3.524 0.088 -2.0 0.2 3.7
H 0.444 2.162 1.142 -0.5 0.9 0.9
N -2.355 -2.375 0.454 -1.3 -1.7 -0.5
H 0.168 2.203 -2.712 -0.7 0.0 0.6
C 1.854 1.971 -1.473 0.8 -3.1 0.7
H 0.834 -2.335 1.700 2.8 -0.7 -1.2
H -1.077 -3.643 -0.621 1.2 0.4 -2.0
H -0.558 -2.419 2.819 -0.6 -1.1 1.4
```
Positions in Å, forces in eV/Å.

The calculation puts the HOMO energy (alpha / beta) at -8.8 / -8.8 eV. Its spin multiplicity is 1. The calculation puts the total energy at -2994.2508 hartree.

=====

DFT (the ωB97M-V functional and the def2-TZVPD basis) results for C5H8O2 in the gas phase.

```
15
Properties=species:S:1:pos:R:3:forces:R:3
H -0.482 1.292 -1.703 -0.1 0.0 0.3
H -0.780 -1.523 -1.012 0.0 0.1 0.2
C -0.550 -0.629 1.011 0.2 -0.4 -0.1
C 0.892 -0.266 1.076 -0.3 -0.1 0.4
H 1.144 0.322 1.965 -0.2 0.0 0.0
H -1.993 -0.298 -0.583 0.2 -0.1 0.0
C 1.396 0.304 -1.210 0.2 0.2 -0.4
H -0.643 -1.654 1.385 -0.1 0.1 -0.1
H 1.807 -0.685 -1.010 -0.1 0.5 0.3
C -0.937 -0.571 -0.497 0.0 0.0 -0.1
C -0.049 0.502 -1.096 -0.2 -0.1 -0.2
O 0.843 0.997 -0.046 0.7 -0.5 0.0
O -1.480 0.147 1.778 -0.1 0.4 0.0
H -1.181 1.063 1.700 -0.1 -0.1 0.2
H 2.012 0.999 -1.758 -0.1 0.0 -0.5
```
Positions in Å, forces in eV/Å.

The calculation puts the HOMO energy at -7.3 eV. Its spin multiplicity is 1. The calculation puts the total energy at -345.6113 hartree. The value obtained for the energy above the lowest of the compared OMol25 structures with the same formula, charge and spin is 508.3 kJ/mol.

=====

DFT (the ωB97M-V functional and the def2-TZVPD basis) results for 9 unconnected molecules or ions with the total composition C35H41N2O30P in a non-equilibrium geometry.

```
109
Properties=species:S:1:pos:R:3:forces:R:3
H 6.455 2.754 0.957 0.0 -0.1 -0.1
H -1.744 -2.053 5.368 0.0 0.0 0.1
H 6.040 0.516 1.805 0.0 0.0 0.0
H 1.065 -7.379 2.852 0.1 0.1 -0.1
C -2.362 5.156 -1.227 0.3 -0.7 0.2
H -2.333 -4.539 2.339 0.1 0.0 0.1
O -4.509 4.113 0.073 0.5 -0.3 0.3
H -1.975 5.421 1.855 0.0 -0.1 0.2
H 0.855 -2.634 -4.089 0.0 0.0 0.0
O 3.801 0.376 -1.324 -0.1 0.1 0.0
C -2.292 5.992 -3.594 -0.1 0.1 0.1
C 0.493 0.830 -5.633 0.0 0.0 0.0
O 2.160 -2.210 -2.548 -0.1 -0.1 -0.1
N -2.141 7.219 -8.389 -0.1 -0.1 0.3
O 1.322 1.896 -5.703 0.0 -0.1 0.1
O 0.872 4.827 -2.527 0.0 0.2 0.3
C 4.087 -7.978 3.441 0.0 0.1 0.0
O -4.016 4.538 -2.820 0.1 0.3 0.1
H 2.229 0.465 -3.459 0.0 0.0 0.0
C 5.433 2.394 0.874 0.0 0.1 0.1
O 0.364 0.406 -4.352 0.0 0.0 0.0
C -3.458 -0.642 1.816 0.1 0.1 0.0
O -2.247 8.468 -7.702 0.4 0.1 0.1
C 1.156 -4.273 -2.678 -0.1 0.0 0.1
O -3.487 -6.239 4.816 0.0 0.0 0.0
O 2.051 -3.468 1.324 -0.1 0.0 -0.1
O 0.690 0.669 7.508 0.0 0.0 0.0
H 4.745 3.208 1.109 0.0 0.0 0.0
O 3.231 -4.325 2.999 0.1 0.0 -0.1
H -3.147 -6.090 2.029 0.0 0.0 0.0
P -3.359 5.191 0.264 -0.6 1.8 0.3
H -3.937 7.750 -6.773 -0.1 0.2 0.0
C 1.840 -8.055 3.204 -0.3 0.1 0.0
C -0.230 5.316 -2.412 0.1 0.0 -0.1
C -2.270 7.473 -5.473 0.1 0.1 -0.1
O -0.054 0.332 -6.563 0.0 0.0 0.0
H 5.098 -3.670 2.343 -0.1 0.0 0.2
C -0.903 6.063 -3.506 -0.1 0.1 -0.1
O -0.947 -0.616 6.642 0.1 0.0 -0.1
O -1.703 -6.141 3.496 0.1 -0.1 -0.1
H -0.489 5.203 -0.212 0.1 -0.3 0.0
C 0.172 -1.233 4.736 0.1 -0.2 -0.2
O 5.172 1.940 -0.457 0.0 0.0 0.0
H -1.825 -0.381 4.788 0.0 0.0 0.0
C 1.595 2.341 -4.365 0.0 0.1 0.0
H -3.230 9.267 -6.130 -0.1 0.1 -0.2
C 0.944 -2.812 -3.017 -0.2 0.0 -0.1
H 0.822 -4.519 -1.668 0.0 0.0 0.0
C -1.213 -1.107 5.322 -0.2 -0.1 -0.1
H 2.615 2.706 -4.282 0.0 0.0 -0.2
C 4.176 -4.077 1.939 0.0 0.0 -0.1
O 4.194 0.464 0.891 0.1 0.0 0.1
O -2.458 4.670 1.490 0.1 -0.4 -0.4
C -0.192 6.835 -4.416 -0.1 -0.3 0.0
C -1.026 5.202 -1.151 -0.4 0.2 -0.2
O -4.732 -0.213 1.948 0.0 0.0 -0.1
H -4.062 6.632 -4.620 0.0 -0.1 0.0
C 3.118 -3.165 -2.526 0.0 0.1 0.0
O 3.589 -8.150 4.683 0.0 0.0 0.0
C -0.880 7.539 -5.392 0.0 0.0 0.1
C -2.982 6.686 -4.575 0.2 0.0 -0.1
O -1.664 -7.475 5.305 0.0 0.0 0.0
H -0.325 8.160 -6.083 -0.1 0.0 -0.1
H 4.746 1.363 2.680 -0.1 -0.1 0.0
H 4.394 -5.019 1.435 -0.1 0.0 0.0
H 3.641 -3.198 0.012 -0.1 0.0 0.0
C -2.230 -6.695 4.608 0.0 0.0 0.0
O -2.936 -1.433 2.537 0.1 -0.1 0.0
C -3.014 8.274 -6.519 -0.1 -0.4 0.0
H 1.640 -8.477 5.341 0.1 -0.1 0.0
H -3.676 7.077 1.325 -0.2 0.2 -0.1
H 0.194 -1.046 3.666 0.1 0.1 0.0
H 3.554 -2.064 1.368 0.0 0.0 0.0
H -4.192 0.040 -0.799 0.0 0.0 0.0
O 4.274 -2.966 -2.336 0.0 0.0 0.0
H 0.909 3.148 -4.117 0.0 0.0 0.0
H -3.513 -4.214 4.427 0.0 0.0 0.0
O -2.852 -0.042 0.766 -0.1 0.0 0.1
C 4.337 0.877 -0.392 0.0 0.0 0.0
N -3.923 6.625 0.455 0.3 -0.5 0.0
H -3.450 1.595 -0.383 0.2 0.0 0.1
O -1.159 7.170 -8.999 0.0 0.1 -0.3
O 0.982 -4.337 3.093 -0.2 -0.1 0.2
H 0.887 6.878 -4.350 0.0 0.0 0.0
H -4.761 -5.155 3.585 0.0 -0.1 0.1
C 1.994 -4.068 2.527 0.1 -0.1 0.0
H 2.058 -6.793 4.962 0.0 0.0 -0.1
H 0.950 1.301 -2.564 -0.1 -0.1 0.0
O 3.088 -7.783 2.546 -0.1 0.0 0.1
O 0.894 -0.218 5.447 -0.1 0.0 0.0
C -3.852 0.671 0.023 0.0 0.1 -0.2
C 5.159 1.150 1.697 0.1 0.0 0.1
C -3.015 5.169 -2.583 -0.1 0.0 0.0
C 0.256 0.008 6.623 0.0 0.0 0.0
C -3.726 -5.152 3.913 0.0 0.1 -0.1
O 5.243 -7.987 3.166 0.0 0.0 0.0
H 1.547 -9.085 2.996 0.1 0.0 0.0
H -5.213 4.413 0.671 -0.2 -0.1 -0.2
C -4.922 0.898 1.063 -0.2 0.2 0.0
O 2.580 -4.389 -2.729 0.0 0.0 0.0
H 0.627 -2.204 4.939 0.0 0.0 0.0
C -2.735 -5.437 2.800 -0.1 0.2 -0.1
H 0.086 -2.375 -2.512 0.1 0.1 0.1
H 0.695 -4.956 -3.386 0.1 0.0 -0.1
C 3.411 -3.102 1.068 0.4 0.2 -0.1
H -5.926 0.888 0.648 0.0 -0.1 0.1
C 1.343 1.092 -3.556 0.2 0.0 0.2
C 2.189 -7.833 4.660 -0.1 0.1 0.0
H -4.774 1.820 1.625 0.1 0.0 0.0
```
Positions in Å, forces in eV/Å.

The calculation puts the HOMO energy at -10.0 eV. As for the structure (SMILES): N=P(O)(O)C1=CC(=O)c2ccc(CON=O)cc2C1=O.O=C1OCCO1.O=C1OCCO1.O=C1OCCO1.O=C1OCCO1.O=C1OCCO1.O=C1OCCO1.O=C1OCCO1.O=C1OCCO1. Its spin multiplicity is 1. The calculation puts the total energy at -4066.4207 hartree.

=====

DFT (the ωB97M-V functional and the def2-TZVPD basis) results for C3H5N3OS in the gas phase in a non-equilibrium geometry.

```
13
Properties=species:S:1:pos:R:3:forces:R:3
H 3.606 0.633 -0.388 -1.7 -2.0 0.4
S 2.530 -0.341 -0.126 2.5 2.7 -0.2
N 1.427 0.961 0.214 -3.6 -2.2 -0.8
H 0.627 -1.596 -0.008 -1.7 1.5 0.3
H -1.278 1.623 1.224 -0.1 0.2 0.3
C -1.461 -1.287 0.189 -0.9 0.8 -1.0
C 0.181 0.455 0.153 2.4 3.1 0.0
H -1.032 2.249 -0.448 0.7 -0.1 0.4
N -2.580 -0.706 -0.103 3.4 2.3 1.0
H -1.562 -2.253 0.551 -0.1 -1.9 0.3
N -0.137 -0.852 0.052 0.1 -1.7 0.0
O -2.211 0.721 -0.409 -1.0 -1.2 -0.6
C -1.076 1.365 0.192 0.0 -1.5 -0.2
```
Positions in Å, forces in eV/Å.

The calculation puts the HOMO energy at -8.7 eV. As for the structure (SMILES): S/N=C1/CON=CN1. Its spin multiplicity is 1. The calculation puts the total energy at -754.8883 hartree. The value obtained for the energy above the lowest of the compared OMol25 structures with the same formula, charge and spin is 395.8 kJ/mol.

=====

DFT (the ωB97M-V functional and the def2-TZVPD basis) results for 2 unconnected molecules or ions with the total composition C5H4N in a non-equilibrium geometry.

```
10
Properties=species:S:1:pos:R:3:forces:R:3
H -2.199 1.194 0.436 0.8 -1.1 -1.0
H 0.755 0.460 -2.185 1.9 0.6 -2.1
N 2.797 -1.455 0.431 0.7 1.3 -0.2
C 2.403 -0.273 -0.164 -1.5 -0.4 -0.5
C -0.823 -0.040 -0.756 -3.0 0.8 2.3
H 4.795 -0.233 0.460 -2.4 -0.5 -0.1
C 3.661 -0.463 0.314 2.4 -0.5 0.3
C -1.974 0.224 -0.117 -0.6 0.3 0.9
C 0.159 0.163 -1.430 1.2 -0.4 0.8
H -2.813 -0.476 -0.011 0.5 -0.1 -0.3
```
Positions in Å, forces in eV/Å.

The calculation puts the HOMO energy (alpha / beta) at -14.6 / -14.6 eV. The charge is +1. Its spin multiplicity is 1. The calculation puts the total energy at -247.1081 hartree. The value obtained for the energy above the lowest of the compared OMol25 structures with the same formula, charge and spin is 403.8 kJ/mol.

=====

DFT (the ωB97M-V functional and the def2-TZVPD basis) results for 2 unconnected molecules or ions with the total composition C5H15NO in a non-equilibrium geometry.

```
22
Properties=species:S:1:pos:R:3:forces:R:3
H -0.998 0.998 0.465 0.2 -0.4 -0.6
C 1.449 -0.204 -0.122 3.1 1.0 -1.9
H 3.256 1.175 -0.154 -0.5 -0.7 -0.7
H -1.347 -1.688 -1.418 0.9 0.0 1.4
H -4.434 -0.086 0.975 -0.4 0.4 -0.4
H 1.763 1.986 -0.142 0.0 -0.3 -0.8
C -0.848 0.771 -0.621 0.7 2.1 -0.7
C -0.597 -1.593 -0.554 0.3 -1.8 -1.8
N 0.097 -0.309 -0.767 -1.0 -1.0 3.7
H -1.807 0.598 -1.118 0.3 -0.4 0.1
C 1.423 -0.282 1.421 -3.2 -1.3 1.8
O -4.080 0.544 0.321 -0.5 -0.6 0.5
H 2.252 1.175 -1.821 0.2 -0.1 3.0
H -0.414 1.698 -1.049 -0.2 -0.4 0.3
H -1.131 -1.822 0.443 0.8 1.2 -1.3
H 0.200 -2.373 -0.671 -0.9 0.4 0.1
H -3.153 0.385 0.434 0.8 0.1 0.0
H 2.173 -0.969 -0.550 -1.7 0.0 0.6
H 0.674 -1.140 1.832 1.8 1.6 -1.2
C 2.250 1.104 -0.617 -1.5 0.3 -0.8
H 0.854 0.650 1.864 2.0 -1.4 -0.7
H 2.420 -0.619 1.849 -1.2 1.2 -0.6
```
Positions in Å, forces in eV/Å.

The calculation puts the HOMO energy (alpha / beta) at -14.9 / -14.9 eV. The charge is +1. Its spin multiplicity is 2. The calculation puts the total energy at -329.1283 hartree. The value obtained for the energy above the lowest of the compared OMol25 structures with the same formula, charge and spin is 178.6 kJ/mol.

=====

DFT (the ωB97M-V functional and the def2-TZVPD basis) results for C4H8N2 in the gas phase.

```
14
Properties=species:S:1:pos:R:3:forces:R:3
C 1.647 0.605 -0.769 0.1 0.3 -0.2
H -2.547 -1.054 1.063 0.1 0.2 0.0
N -1.237 0.682 1.226 0.3 0.1 0.1
H -0.336 0.773 1.690 0.0 -0.1 0.0
N 1.218 -0.824 0.146 -0.1 -0.1 -0.2
C -1.513 -0.727 0.986 -0.1 -0.2 0.1
H -0.769 -1.440 1.343 -0.2 0.1 -0.1
H 1.998 0.504 -1.796 -0.1 0.0 0.2
C 0.296 -0.287 -0.673 -0.1 -0.3 0.1
H 0.139 -0.700 -1.689 0.1 0.0 0.1
H -1.783 0.509 -0.844 0.2 0.0 0.1
C -1.051 0.160 -0.116 0.0 -0.1 -0.2
H 1.481 1.626 -0.426 -0.3 -0.3 0.0
H 2.458 0.173 -0.139 0.0 0.2 0.1
```
Positions in Å, forces in eV/Å.

The calculation puts the HOMO energy at -8.6 eV. Its spin multiplicity is 1. The calculation puts the total energy at -266.5351 hartree. The value obtained for the energy above the lowest of the compared OMol25 structures with the same formula, charge and spin is 490.7 kJ/mol.

=====

- spin multiplicity of number 2 (C8H13NO3Se)?
  1

=====

- What is the formula in the second record?
  C8H13NO3Se

=====

- Number 1 is which compound?
  C49H59N5PRuS